56
Properties=species:S:1:pos:R:3:forces:R:3:lowdin_charge:R:1 method="wB97M-V/def2-TZVPD" lumo_energy_ev=0.633 orbital_gap_ev=9.0 energy_ev=-48761.8031 smiles="CCOc1ccc(N(CC(=O)Nc2ccc(C)cc2)S(=O)(=O)c2c(C)noc2C)cc1" largest_force_ev_per_a=1.4
C 8.107 1.579 0.379 -0.41 -0.19 -0.06 -0.064
C 6.946 0.601 0.294 0.37 -0.11 0.09 -0.262
O 5.790 1.339 -0.060 -0.11 0.16 -0.04 -0.049
C 4.603 0.694 -0.170 -0.26 -0.07 -0.05 -0.267
C 4.411 -0.672 0.011 0.31 0.14 0.03 0.006
C 3.149 -1.224 -0.131 -0.14 0.20 -0.16 -0.013
C 2.059 -0.424 -0.432 0.68 0.10 0.20 -0.275
N 0.750 -0.965 -0.533 -0.12 -0.63 0.51 -0.182
C 0.164 -1.072 -1.856 -0.37 -0.29 -0.43 -0.076
C -1.296 -0.614 -1.864 0.29 0.07 -0.09 -0.458
O -2.132 -1.163 -2.552 -0.09 -0.03 -0.20 0.067
N -1.505 0.451 -1.059 0.26 0.39 0.13 0.145
C -2.714 1.051 -0.676 -0.29 0.13 -0.04 -0.228
C -3.946 0.652 -1.179 0.05 -0.14 -0.14 -0.007
C -5.099 1.266 -0.731 0.12 0.16 0.16 -0.031
C -5.059 2.285 0.213 -0.02 0.02 -0.04 -0.283
C -6.322 2.919 0.707 -0.01 -0.07 0.05 -0.054
C -3.820 2.683 0.699 -0.04 -0.07 -0.05 -0.042
C -2.659 2.075 0.263 0.04 -0.11 -0.11 -0.033
S 0.408 -2.311 0.432 -0.88 0.09 0.25 0.700
O 0.622 -3.526 -0.303 -0.05 0.17 -0.16 -0.269
O 1.077 -2.137 1.683 -0.02 0.24 -0.03 -0.250
C -1.320 -2.098 0.694 0.08 -0.46 -0.23 -0.179
C -1.916 -1.196 1.623 -0.23 -0.23 -0.23 -0.327
C -1.214 -0.262 2.528 -0.17 0.02 0.22 -0.012
N -3.213 -1.320 1.585 0.29 0.97 0.99 0.135
O -3.509 -2.278 0.666 0.27 -0.77 -0.78 0.041
C -2.385 -2.754 0.127 0.70 0.08 0.08 -0.272
C -2.453 -3.791 -0.920 -0.23 0.01 -0.09 0.024
C 2.249 0.943 -0.623 0.03 -0.21 0.05 -0.013
C 3.506 1.492 -0.501 0.20 -0.02 0.00 0.007
H 9.017 1.049 0.647 0.11 -0.04 0.03 0.076
H 7.900 2.336 1.130 0.03 0.07 0.08 0.078
H 8.249 2.071 -0.579 0.06 0.05 -0.08 0.078
H 6.794 0.106 1.262 -0.03 0.00 -0.13 0.126
H 7.149 -0.165 -0.467 -0.08 0.04 0.11 0.126
H 5.236 -1.323 0.255 0.10 -0.03 0.03 0.108
H 3.005 -2.284 0.000 0.14 -0.10 0.01 0.108
H 0.201 -2.112 -2.203 -0.08 0.21 -0.15 0.131
H 0.730 -0.454 -2.558 -0.02 -0.07 0.14 0.148
H -0.690 0.763 -0.543 -0.21 -0.18 -0.05 0.117
H -3.996 -0.137 -1.910 0.01 -0.02 -0.03 0.104
H -6.052 0.943 -1.122 -0.11 -0.04 -0.06 0.115
H -7.042 3.029 -0.101 -0.08 0.05 -0.01 0.077
H -6.125 3.896 1.141 -0.05 0.08 0.03 0.074
H -6.775 2.290 1.475 -0.10 0.03 0.06 0.084
H -3.762 3.475 1.431 0.00 0.09 0.07 0.111
H -1.703 2.395 0.654 0.13 0.04 0.05 0.110
H -1.935 0.389 3.014 0.00 0.09 0.03 0.088
H -0.665 -0.834 3.275 0.04 0.05 0.05 0.089
H -0.482 0.323 1.977 0.06 0.11 -0.03 0.076
H -1.508 -4.327 -0.956 -0.06 -0.06 -0.01 0.080
H -3.279 -4.470 -0.722 -0.01 -0.10 0.04 0.097
H -2.623 -3.308 -1.884 0.01 -0.04 0.01 0.086
H 1.412 1.577 -0.880 -0.10 0.09 0.01 0.112
H 3.666 2.549 -0.649 0.01 0.13 -0.02 0.120

=====

27
Properties=species:S:1:pos:R:3:forces:R:3:lowdin_charge:R:1 method="wB97M-V/def2-TZVPD" lumo_energy_ev="-1.132 / -1.133" orbital_gap_ev="6.6 / 6.6" energy_ev=-26451.4761 smiles="CCS/C=c1/cccc/c1=C/C=N/C#N" largest_force_ev_per_a=1.4
C 0.932 2.566 -0.129 -0.01 0.01 -0.01 -0.138
C -0.496 2.335 0.330 -0.23 -0.26 -0.32 -0.471
S -1.539 1.647 -1.001 0.39 -0.01 -0.10 1.026
C -0.951 0.089 -1.362 0.10 0.82 0.09 -0.335
C 0.089 -0.657 -0.817 0.05 -0.20 0.26 -0.243
C 0.877 -1.417 -1.730 0.24 -0.05 -0.05 -0.034
C 2.099 -1.897 -1.371 -0.15 -0.05 -0.39 -0.084
C 2.586 -1.674 -0.067 -0.14 0.15 0.32 -0.070
C 1.785 -1.104 0.876 0.33 -0.03 -0.11 -0.042
C 0.461 -0.688 0.570 -0.33 0.03 -0.08 -0.198
C -0.451 -0.521 1.623 0.15 -0.03 0.08 -0.072
C -1.842 -0.617 1.531 -0.21 -0.11 0.38 -0.143
N -2.509 -0.524 0.417 1.42 0.17 0.10 -0.017
C -3.751 -0.803 0.207 -1.12 -0.22 0.06 -0.395
N -4.832 -1.000 -0.147 -0.54 -0.14 -0.05 0.117
H 0.951 3.224 -0.995 0.05 0.04 -0.04 0.073
H 1.501 3.033 0.673 0.08 0.03 0.06 0.080
H 1.417 1.629 -0.391 0.07 0.02 -0.02 0.061
H -0.984 3.278 0.579 -0.09 -0.06 -0.03 0.076
H -0.544 1.664 1.189 -0.09 0.18 0.00 0.050
H -1.330 -0.216 -2.329 -0.05 -0.10 -0.10 0.084
H 0.520 -1.524 -2.743 -0.01 -0.02 -0.11 0.116
H 2.713 -2.423 -2.087 0.01 -0.02 -0.08 0.102
H 3.585 -1.996 0.189 0.06 -0.04 0.07 0.106
H 2.129 -1.000 1.895 0.02 -0.03 0.12 0.114
H -0.043 -0.585 2.623 -0.01 -0.06 0.02 0.108
H -2.371 -0.817 2.467 -0.01 -0.01 -0.06 0.130

=====

112
Properties=species:S:1:pos:R:3:forces:R:3:mulliken_spin:R:1 method="wB97M-V/def2-TZVPD" lumo_energy_ev="-5.353 / -4.288" multiplicity=6 s_squared=8.782 orbital_gap_ev="4.4 / 5.5" energy_ev=-154264.0214 largest_force_ev_per_a=8.4 total_charge=+1
V -12.061 3.076 19.641 -0.73 2.01 -2.56 2.086
V -9.287 4.291 15.399 -1.46 -0.34 1.43 3.020
N -11.655 2.245 16.354 -1.97 -0.32 -0.77 -0.005
O -10.700 2.758 15.794 2.49 0.34 -2.30 0.004
O -11.814 2.569 17.528 -0.71 -0.05 3.19 0.025
O -12.455 1.551 15.763 0.41 -0.14 0.16 0.016
N -14.649 2.434 19.163 -7.14 1.38 -0.87 -0.013
O -13.753 1.763 19.552 5.51 -6.02 2.09 -0.040
O -14.288 3.596 19.112 0.81 4.32 -0.65 -0.030
O -15.834 2.061 18.976 3.56 0.57 0.21 0.009
C -7.112 3.196 19.617 -0.57 1.78 -2.25 0.000
F -5.965 3.729 19.116 -1.51 -0.53 0.91 0.000
F -7.114 1.901 19.338 -0.04 0.64 1.31 0.000
F -7.325 3.619 20.863 0.71 -1.31 -0.35 0.000
S -8.661 3.972 18.681 -3.31 3.01 -1.00 -0.003
O -9.900 3.377 19.307 1.58 -1.52 0.37 0.037
O -8.849 5.420 18.748 1.78 -1.03 1.54 0.002
O -8.496 3.687 17.248 1.11 -1.81 0.27 0.027
C -11.696 7.586 17.836 0.70 -1.64 -0.08 -0.005
F -11.244 8.273 16.761 -0.06 -0.81 1.75 -0.001
F -10.866 7.683 18.896 -0.82 0.51 -1.13 0.000
F -12.913 7.988 18.117 0.17 0.27 0.42 0.000
S -11.831 5.671 17.439 -0.44 -0.67 -1.70 0.021
O -11.827 4.951 18.716 -0.35 0.38 1.21 -0.022
O -13.010 5.437 16.661 -0.73 0.78 0.40 0.002
O -10.674 5.341 16.628 1.44 0.75 0.06 -0.083
N -14.375 7.005 14.404 0.74 1.74 1.48 0.000
C -14.801 7.274 13.129 0.59 -1.02 0.48 0.000
C -14.305 8.493 12.781 -0.79 -0.24 -1.07 0.001
C -13.659 9.050 13.896 0.48 0.97 -0.58 -0.001
C -13.707 8.158 14.914 -0.46 -1.87 -0.54 -0.001
H -14.330 6.148 14.936 -0.52 -0.01 -0.29 0.000
H -15.378 6.547 12.577 0.12 0.09 -0.03 0.000
H -14.426 8.883 11.782 -0.02 0.38 0.22 0.000
H -13.193 10.022 13.824 0.02 -0.01 0.54 0.000
H -13.279 8.176 15.905 -0.44 -0.04 -0.42 0.001
N -7.708 7.571 21.932 -3.16 0.30 -1.39 0.000
C -8.895 8.073 21.363 0.62 0.32 -0.01 0.000
C -9.883 8.155 22.358 -0.81 1.74 -5.70 0.000
C -9.374 7.635 23.450 2.27 -2.28 3.77 0.000
C -8.075 7.210 23.175 0.25 -0.77 2.31 0.000
H -6.970 7.313 21.293 0.20 -0.23 0.80 0.000
H -8.874 8.231 20.295 -0.27 0.41 0.18 0.000
H -10.880 8.527 22.176 0.06 0.10 0.07 0.000
H -9.895 7.522 24.389 0.28 -0.09 0.12 0.000
H -7.509 6.582 23.847 0.53 0.39 -0.15 0.000
C -10.367 2.592 12.516 0.25 -0.14 -0.26 0.022
C -11.039 3.870 12.981 -0.84 -0.54 -0.68 0.019
N -10.148 4.898 13.510 1.80 -0.01 -1.24 -0.019
C -9.136 5.288 12.432 1.07 0.38 0.55 0.026
C -9.637 5.726 11.095 -1.79 -0.52 -1.11 0.004
C -10.927 6.055 13.778 -2.06 3.62 1.43 -0.062
C -10.207 7.380 14.230 -0.18 -1.43 -0.99 0.036
H -9.693 2.124 13.233 -0.36 -0.07 0.54 -0.008
H -9.716 2.689 11.647 -0.27 0.42 -0.28 0.002
H -11.154 1.891 12.237 0.15 -0.14 0.18 0.001
H -11.593 4.332 12.164 0.08 -0.11 -0.39 0.002
H -11.854 3.657 13.672 0.41 -0.07 0.53 -0.015
H -8.539 6.118 12.811 0.15 -0.27 0.52 -0.010
H -8.470 4.452 12.217 0.03 -0.14 0.49 -0.008
H -8.889 5.918 10.326 0.43 -0.17 0.49 0.000
H -10.231 4.887 10.734 -0.03 0.03 -0.56 0.000
H -10.319 6.575 11.036 0.10 0.18 0.54 0.000
H -11.622 5.917 14.606 0.03 -0.82 -0.12 0.011
H -11.610 6.349 12.981 0.15 -0.33 -0.57 0.004
H -10.948 8.058 14.653 0.16 -0.34 -0.09 -0.001
H -9.762 7.894 13.378 0.36 -0.05 0.18 0.003
H -9.479 7.065 14.977 0.35 0.62 0.19 -0.022
C -17.722 9.514 15.060 -0.21 -0.02 0.96 0.000
C -18.466 9.699 16.394 -0.66 0.44 -2.59 0.000
N -17.663 9.362 17.508 -0.41 -0.91 1.37 0.000
C -17.328 7.913 17.483 0.90 1.10 -0.23 0.000
C -16.427 7.428 18.587 0.05 -0.56 0.85 0.000
C -18.373 9.878 18.690 0.27 0.40 0.60 0.000
C -19.763 9.297 19.081 0.25 -0.57 -0.51 0.000
H -16.752 9.985 15.221 0.26 -0.28 -0.41 0.000
H -18.220 9.985 14.212 -0.10 -0.12 0.11 0.000
H -17.657 8.434 14.926 0.43 0.17 -0.60 0.000
H -18.821 10.728 16.441 0.28 0.19 0.31 0.000
H -19.387 9.119 16.327 -0.34 -0.40 0.13 0.000
H -18.170 7.239 17.321 -0.45 0.10 0.12 0.000
H -16.659 7.820 16.628 -0.41 -0.18 -0.41 0.000
H -16.379 6.341 18.535 0.21 -0.16 -0.31 0.000
H -15.415 7.813 18.465 -0.06 0.13 0.12 0.000
H -16.749 7.578 19.618 -0.22 0.52 0.00 0.000
H -18.522 10.925 18.423 -0.23 0.11 0.15 0.000
H -17.650 9.972 19.500 -0.19 -0.60 0.39 0.000
H -20.453 9.477 18.256 -0.16 0.23 0.14 0.000
H -20.213 9.656 20.007 0.33 0.61 -0.10 0.000
H -19.811 8.217 19.219 0.56 -0.24 -0.12 0.000
C -10.426 4.052 23.693 0.48 -0.77 0.79 -0.001
C -10.498 3.839 22.200 0.38 0.64 0.15 0.015
N -11.881 3.959 21.636 -0.06 -0.43 0.12 -0.112
C -12.895 3.223 22.515 0.59 -0.32 -0.01 0.025
C -12.646 1.652 22.598 0.02 1.86 -1.00 0.011
C -12.127 5.442 21.656 -2.59 0.66 -2.30 0.007
C -13.620 5.843 21.187 1.64 0.19 1.38 0.021
H -10.938 4.909 24.130 0.06 0.21 -0.57 0.000
H -9.357 4.201 23.844 -0.03 -0.03 0.55 0.000
H -10.765 3.210 24.296 0.20 -0.24 -0.11 0.001
H -9.864 4.647 21.834 -0.49 0.26 -0.72 0.001
H -9.937 2.971 21.853 -0.51 -0.48 0.27 0.003
H -13.872 3.550 22.158 -0.03 -0.75 -0.33 -0.008
H -12.859 3.691 23.498 0.28 -0.22 0.17 0.000
H -11.586 1.431 22.717 -0.05 0.11 0.73 -0.001
H -12.866 1.193 21.634 -0.51 -0.13 0.00 -0.003
H -13.286 1.210 23.362 0.26 -0.01 -0.08 0.001
H -11.857 5.950 22.582 -0.12 -0.57 0.15 0.001
H -11.518 5.875 20.863 0.40 -0.17 0.29 0.003
H -14.375 5.446 21.865 -0.11 -0.18 -0.34 0.004
H -13.667 6.919 21.355 0.01 0.13 -0.20 0.000
H -13.817 5.653 20.132 -0.01 -0.22 0.31 -0.001